Here is the molecule C7H13NO from the OMol25 dataset. Energies are from ωB97M-V/def2-TZVPD.

CARTESIAN COORDINATES (ANGSTROEM)
C (0.164, 1.251, -1.664)
C (-0.088, 0.023, -0.823)
C (-1.175, -0.862, -1.400)
C (0.906, -0.497, 0.019)
C (2.372, -0.184, -0.020)
N (0.425, -1.207, 1.056)
C (-0.693, -0.561, 1.422)
C (-0.800, 0.849, 1.931)
O (-1.700, -1.321, 1.913)
H (-0.772, 1.797, -1.819)
H (0.552, 0.989, -2.656)
H (0.872, 1.942, -1.203)
H (-2.164, -0.412, -1.265)
H (-1.019, -0.998, -2.478)
H (-1.193, -1.857, -0.954)
H (2.822, -0.542, -0.950)
H (2.572, 0.888, 0.068)
H (2.887, -0.655, 0.820)
H (-1.649, 1.350, 1.463)
H (-0.973, 0.834, 3.012)
H (0.106, 1.421, 1.737)
H (-1.452, -2.250, 1.790)

HOMO level, eV: -7.537
Total energy, Eh: -404.45171
SMILES: CC(C)=C(C)/N=C(\C)O
Charge: 0

List of Mulliken charges in e, atom by atom: -1.636 1.177 -1.383 0.263 -1.332 -0.719 0.799 -1.154 -0.511 0.397 0.347 0.342 0.311 0.413 0.345 0.296 0.305 0.384 0.275 0.387 0.303 0.392

Here is a structure of composition C3H14CuNOS from the OMol25 dataset. Energies are from ωB97M-V/def2-TZVPD.

CARTESIAN COORDINATES (ANGSTROEM)
C (0.703, -2.351, -0.599)
Cu (0.763, -0.462, -0.988)
N (1.510, 1.136, -1.825)
H (2.727, -1.602, -2.045)
H (0.716, 1.588, -2.281)
H (2.616, -2.268, -2.427)
H (1.217, -3.050, -1.259)
H (-0.379, -2.520, -0.609)
H (1.040, -2.417, 0.435)
H (1.841, 1.792, -1.116)
H (2.253, 1.035, -2.515)
C (-1.605, -0.456, 1.803)
S (-1.793, 0.842, 0.538)
C (-1.603, 2.264, 1.613)
O (-0.486, 0.894, -0.287)
H (-2.506, -0.406, 2.448)
H (-0.684, -0.258, 2.386)
H (-1.556, -1.417, 1.259)
H (-0.860, 2.091, 2.405)
H (-1.338, 3.125, 0.989)
H (-2.577, 2.441, 2.076)

HOMO level (spin up / spin down), eV: 0.619 / -3.805
Total energy, Eh: -2291.20637
Charge: -1
Spin multiplicity: 2

List of Mulliken charges in e, atom by atom: -0.747 -1.129 -0.471 -0.138 0.313 0.029 0.392 0.036 0.123 0.284 0.218 -1.153 1.663 -0.862 -1.044 0.237 0.371 0.250 0.387 0.362 -0.122

Here is a structure of composition C39H70NO11PSi2 from the OMol25 dataset. Energies are from ωB97M-V/def2-TZVPD.

CARTESIAN COORDINATES (ANGSTROEM)
C (0.861, -3.310, 4.987)
C (1.437, -3.461, 3.468)
C (1.162, -2.098, 2.614)
C (2.490, -1.849, 1.720)
C (3.657, -1.165, 2.586)
Si (2.018, -0.835, 0.124)
C (3.285, 0.538, -0.310)
C (3.246, 1.824, 0.635)
C (4.426, 1.995, 1.646)
C (4.581, 3.162, 2.647)
C (3.504, 4.277, 2.626)
C (2.344, 4.151, 1.608)
C (1.272, 5.365, 1.593)
C (2.171, 2.938, 0.619)
O (0.402, -0.262, 0.392)
Si (-0.685, -0.609, -0.913)
C (-2.515, -0.175, -0.423)
C (-2.615, 0.959, 0.714)
C (-2.301, 2.383, 0.035)
O (-3.904, 0.867, 1.369)
C (-4.969, 1.397, 0.559)
C (-6.432, 0.997, 1.130)
C (-6.676, -0.011, 2.276)
C (-8.128, -0.339, 2.780)
C (-9.408, 0.330, 2.167)
C (-9.162, 1.314, 0.992)
C (-7.718, 1.636, 0.486)
P (2.159, -2.343, -1.544)
N (2.776, -1.423, -2.942)
O (3.394, -3.474, -1.162)
H (1.486, -2.555, 5.580)
H (0.875, -4.331, 5.501)
H (-0.224, -2.934, 4.858)
H (0.949, -4.350, 2.928)
H (2.579, -3.655, 3.508)
H (1.053, -1.244, 3.365)
H (0.231, -2.305, 1.988)
H (2.873, -2.902, 1.427)
H (4.575, -0.899, 1.963)
H (3.208, -0.198, 3.035)
H (3.894, -1.834, 3.491)
H (4.348, 0.096, -0.257)
H (3.134, 0.828, -1.419)
H (5.251, 1.193, 1.650)
H (5.456, 3.197, 3.371)
H (3.630, 5.135, 3.370)
H (0.893, 5.641, 2.630)
H (1.862, 6.273, 1.182)
H (0.462, 5.079, 0.844)
H (1.297, 2.889, -0.109)
H (-0.346, 0.299, -2.015)
H (-0.724, -2.026, -1.308)
H (-3.170, 0.048, -1.334)
H (-2.949, -1.142, 0.049)
H (-1.811, 0.701, 1.505)
H (-1.162, 2.478, -0.055)
H (-2.782, 3.194, 0.683)
H (-2.827, 2.374, -0.996)
H (-4.985, 2.553, 0.511)
H (-4.966, 1.043, -0.531)
H (-5.762, -0.505, 2.745)
H (-8.271, -1.082, 3.638)
H (-10.454, 0.095, 2.579)
H (-10.094, 1.801, 0.525)
H (-7.667, 2.376, -0.394)
H (3.746, -1.089, -2.750)
H (2.226, -0.548, -3.027)
H (4.249, -2.976, -1.072)
O (-5.048, 4.601, -0.500)
C (-4.612, 5.636, -0.954)
O (-3.984, 5.635, -2.145)
C (-3.587, 6.821, -2.850)
C (-2.242, 7.320, -2.362)
C (-4.679, 6.911, -0.164)
H (-4.364, 7.587, -2.799)
H (-3.503, 6.537, -3.902)
H (-2.275, 7.597, -1.306)
H (-1.921, 8.190, -2.938)
H (-1.487, 6.535, -2.458)
H (-3.855, 6.934, 0.552)
H (-5.627, 6.931, 0.378)
H (-4.658, 7.811, -0.774)
O (-0.278, -4.821, 1.373)
C (-0.289, -5.490, 0.361)
O (0.334, -6.680, 0.336)
C (0.232, -7.618, -0.748)
C (1.226, -7.292, -1.843)
C (-0.911, -4.965, -0.900)
H (-0.794, -7.683, -1.116)
H (0.471, -8.597, -0.327)
H (1.036, -6.311, -2.280)
H (1.179, -8.038, -2.639)
H (2.243, -7.267, -1.441)
H (-0.201, -4.304, -1.403)
H (-1.806, -4.398, -0.633)
H (-1.236, -5.742, -1.589)
O (6.975, 5.299, 3.400)
C (7.656, 4.805, 2.527)
O (8.517, 3.812, 2.821)
C (9.236, 3.048, 1.840)
C (10.505, 3.760, 1.419)
C (7.621, 5.350, 1.129)
H (8.593, 2.795, 0.993)
H (9.498, 2.104, 2.322)
H (10.290, 4.722, 0.949)
H (11.073, 3.150, 0.713)
H (11.132, 3.968, 2.290)
H (8.266, 6.230, 1.070)
H (6.593, 5.640, 0.898)
H (7.913, 4.632, 0.366)
O (-0.433, -6.658, -4.265)
C (-1.585, -6.351, -4.480)
O (-2.584, -7.025, -3.879)
C (-3.966, -6.636, -3.926)
C (-4.634, -7.155, -5.182)
C (-1.921, -5.285, -5.482)
H (-4.073, -5.555, -3.807)
H (-4.440, -7.090, -3.053)
H (-4.176, -6.740, -6.083)
H (-5.696, -6.901, -5.187)
H (-4.531, -8.241, -5.247)
H (-1.899, -5.716, -6.485)
H (-1.169, -4.496, -5.413)
H (-2.883, -4.805, -5.313)

HOMO level, eV: -7.786
Total energy, Eh: -3330.51785
Charge: 0

Mulliken atomic charge list, values in e, 99 entries: -1.183 -0.177 -0.450 0.214 -1.241 -0.864 -0.313 0.271 -0.541 -0.753 -0.752 0.844 -1.085 -0.333 0.253 0.461 -0.762 0.391 -0.570 -0.403 0.332 0.039 -0.326 -0.359 -0.424 -0.490 -0.303 0.288 -0.727 -0.451 0.277 0.373 0.268 0.183 0.275 0.341 0.133 0.535 0.206 0.300 0.421 0.367 0.381 0.178 0.534 0.299 0.338 0.291 0.205 0.094 -0.211 -0.143 0.331 0.311 0.161 -0.153 0.369 0.267 0.046 0.136 0.316 0.285 0.300 0.277 0.276 0.334 0.321 0.331 -0.598 0.861 -0.379 -0.444 -0.959 -1.110 0.387 0.318 0.266 0.372 0.284 0.251 0.349 0.350 -0.624 0.579 -0.370 -0.304 -0.870 -0.076 0.293 0.302 0.175 0.340 0.345 -0.169 0.353 -0.110 -0.569 0.845 -0.360

Question: What is the formula in the first record?
Answer: C7H13NO